No. 1
17
Properties=species:S:1:pos:R:3 method="wB97M-V/def2-TZVPD" gap_ha=0.4125 energy_ev=-6388.970 smiles=CCO.CC lumo_energy_ev=0.962 total_charge=0
C 2.531 -0.128 0.749
C 1.563 0.507 -0.292
O 2.193 1.043 -1.469
H 3.161 -0.890 0.345
H 1.787 -0.679 1.432
H 3.006 0.690 1.254
H 0.897 -0.216 -0.785
H 0.881 1.143 0.268
H 3.102 1.384 -1.243
C -2.511 -0.116 -0.747
C -2.297 -0.501 0.734
H -3.287 -0.855 -1.148
H -2.614 0.951 -0.970
H -1.654 -0.529 -1.312
H -1.225 -0.638 0.853
H -2.733 0.273 1.355
H -2.799 -1.440 0.977

***

No. 2
75
Properties=species:S:1:pos:R:3 method="wB97M-V/def2-TZVPD" gap_ha=0.1829 energy_ev=-81582.210 lumo_energy_ev=3.777 total_charge=-2
K -0.866 0.228 0.682
C 5.315 -0.096 5.599
Si 3.565 0.242 4.872
C 2.962 1.766 5.864
C 2.460 -1.249 5.309
C 3.814 0.392 3.010
C 4.939 0.003 2.324
C 4.982 0.108 0.931
C 3.875 0.622 0.291
N 2.775 1.009 0.918
C 2.710 0.874 2.257
S 1.318 1.341 3.082
H 5.276 -0.171 6.681
H 6.008 0.702 5.352
H 5.732 -1.023 5.221
H 3.340 1.753 6.884
H 1.879 1.775 5.896
H 3.274 2.696 5.402
H 2.475 -1.463 6.374
H 2.775 -2.143 4.781
H 1.436 -1.043 5.020
H 5.796 -0.383 2.859
H 5.849 -0.203 0.370
H 3.863 0.749 -0.786
C 0.852 6.007 0.204
N 0.027 4.873 0.480
C -1.341 4.981 0.897
C -1.698 3.483 1.128
O -2.741 3.099 1.590
N -0.630 2.749 0.750
C 0.341 3.548 0.381
N 1.505 3.119 -0.098
H 0.651 6.790 0.940
H 0.673 6.410 -0.800
H 1.904 5.733 0.284
H -1.984 5.388 0.112
H -1.453 5.566 1.813
H 1.846 2.176 0.246
H 2.234 3.810 -0.185
C -2.058 3.883 -2.805
C -3.056 2.977 -2.128
C -4.399 3.353 -2.068
C -5.308 2.486 -1.477
C -6.774 2.839 -1.434
C -4.895 1.291 -0.932
C -3.533 0.871 -0.939
C -2.654 1.779 -1.600
N -2.991 -0.226 -0.442
C -3.718 -1.206 0.318
C -2.682 -2.247 0.778
C -4.775 -1.967 -0.517
C -4.369 -0.610 1.586
H -2.351 4.930 -2.702
H -2.009 3.652 -3.872
H -1.065 3.745 -2.380
H -4.725 4.308 -2.469
H -6.959 3.812 -1.890
H -7.143 2.866 -0.407
H -7.358 2.094 -1.979
H -5.659 0.674 -0.482
H -1.611 1.488 -1.674
H -2.108 -2.594 -0.075
H -3.163 -3.106 1.246
H -1.994 -1.791 1.493
H -4.273 -2.530 -1.301
H -5.467 -1.279 -0.991
H -5.336 -2.657 0.115
H -3.701 0.144 1.998
H -4.554 -1.381 2.335
H -5.313 -0.124 1.362
F 2.151 -5.216 0.157
B 1.138 -4.806 -0.703
F 1.424 -5.286 -1.979
F -0.073 -5.328 -0.275
F 1.071 -3.420 -0.724

***

No. 3
13
Properties=species:S:1:pos:R:3 method="wB97M-V/def2-TZVPD" gap_ha=0.3504 energy_ev=-7352.927 smiles="C#CC1=CCC=C1" lumo_energy_ev=0.929 total_charge=0
C 3.211 0.037 -0.006
C 2.013 0.051 0.085
C 0.634 0.047 0.135
C -0.144 -1.035 -0.027
C -1.593 -0.692 0.006
C -1.602 0.785 -0.030
C -0.356 1.218 0.019
H 4.302 0.241 -0.287
H 0.301 -2.057 -0.006
H -2.046 -1.106 0.916
H -2.144 -1.036 -0.843
H -2.569 1.280 0.049
H -0.008 2.268 -0.011

***

No. 4
11
Properties=species:S:1:pos:R:3 method="wB97M-V/def2-TZVPD" gap_ha=0.3681 energy_ev=-7764.908 smiles=Cc1cocn1 lumo_energy_ev=0.997 total_charge=0
C -1.399 -0.790 -0.150
C -0.179 -0.045 -0.297
C 0.998 -0.528 0.204
O 1.735 0.552 0.518
C 1.098 1.563 0.052
N -0.160 1.345 -0.358
H -1.067 -1.879 -0.242
H -2.345 -0.740 -0.764
H -1.852 -0.622 0.917
H 1.585 -1.427 0.053
H 1.585 2.572 0.069